No. 1
{"formula": "C4H11N2", "method": "ωB97M-V/def2-TZVPD", "elements": ["C", "C", "C", "C", "N", "N", "H", "H", "H", "H", "H", "H", "H", "H", "H", "H", "H"], "xyz": [[0.427, 0.094, 1.549], [1.301, -0.350, 0.344], [0.555, -0.068, -0.988], [-0.634, -0.791, -1.139], [-1.343, -0.609, -2.361], [-0.213, 1.380, 1.375], [-0.328, -0.722, 1.791], [0.833, 0.107, 2.566], [1.568, -1.359, 0.594], [2.309, 0.070, 0.265], [0.834, 0.740, -1.561], [-0.671, -1.813, -0.745], [-2.363, -0.606, -2.432], [-0.980, -1.157, -3.087], [-0.797, 1.286, 0.447], [0.433, 2.216, 1.227], [-0.930, 1.584, 2.155]], "atomic_forces_ev_per_a": [[0.489, -2.339, 1.584], [0.273, 0.995, -0.281], [-3.333, -4.037, 3.511], [2.966, 0.765, -2.466], [-1.148, 1.417, 0.685], [-2.976, 1.997, -1.449], [0.192, 1.256, -1.168], [1.155, 0.245, -0.475], [-0.402, -0.928, -0.477], [-0.256, 0.709, 0.495], [0.377, 1.651, -1.368], [-0.416, 0.527, 1.112], [0.633, -0.253, 0.707], [0.631, -0.770, -1.135], [1.144, 0.344, 1.643], [-0.861, -1.423, 0.502], [1.533, -0.157, -1.422]], "gap_ev": 9.1653, "relative_energy_kj_mol": 278.2, "smiles": "N/C=C/CC[NH3+]", "charge": 1, "homo_energy_ev": -12.8}

=====

No. 2
{"formula": "H13O6", "method": "ωB97M-V/def2-TZVPD", "elements": ["O", "H", "H", "O", "H", "H", "O", "H", "H", "O", "H", "H", "O", "H", "H", "O", "H", "H", "H"], "xyz": [[1.613, 0.957, -0.568], [1.866, 1.871, -0.755], [0.703, 1.138, -0.271], [1.345, -2.002, -0.187], [2.235, -2.348, -0.260], [1.277, -1.071, -0.439], [-0.920, -1.246, -1.491], [-0.265, -1.939, -1.318], [-1.077, -1.468, -2.421], [-0.033, 1.654, 1.413], [0.352, 2.048, 2.203], [-0.231, 0.691, 1.519], [-0.625, -0.987, 1.631], [-0.052, -1.671, 1.245], [-0.780, -1.232, 2.546], [-1.649, 1.337, -1.115], [-0.883, 1.560, 0.164], [-1.549, 2.290, -1.000], [-1.328, 0.418, -0.896]], "atomic_forces_ev_per_a": [[-0.884, 0.486, -0.169], [0.681, -0.225, -0.239], [1.161, -0.494, -0.177], [-1.140, -0.192, 0.261], [0.261, 0.366, -0.120], [1.088, -0.092, -0.126], [0.027, -0.249, -0.603], [0.243, 0.101, 0.872], [-0.530, 0.656, -0.028], [-1.952, -1.089, -2.393], [-0.221, 0.456, 0.021], [0.464, -0.581, 1.108], [0.070, 0.502, -0.246], [0.160, 0.038, 0.006], [-0.100, -0.171, 0.154], [0.873, 0.363, 3.260], [-0.731, 0.510, 0.074], [0.171, 0.194, -0.632], [0.360, -0.580, -1.024]], "gap_ev": 10.7346, "relative_energy_kj_mol": 416.5, "charge": 1, "homo_energy_ev": -15.5}

=====

No. 3
{"formula": "C72H72F13N14O3P", "method": "ωB97M-V/def2-TZVPD", "elements": ["N", "P", "O", "O", "C", "C", "C", "C", "C", "C", "F", "F", "C", "F", "F", "C", "F", "F", "C", "F", "F", "C", "F", "F", "C", "F", "F", "F", "N", "C", "O", "H", "H", "H", "H", "H", "H", "H", "H", "H", "H", "H", "H", "N", "C", "C", "C", "C", "C", "H", "H", "H", "H", "H", "N", "C", "C", "C", "C", "C", "H", "H", "H", "H", "H", "N", "C", "C", "C", "C", "C", "H", "H", "H", "H", "H", "N", "C", "C", "C", "C", "C", "H", "H", "H", "H", "H", "N", "C", "C", "C", "C", "C", "H", "H", "H", "H", "H", "N", "C", "C", "C", "C", "C", "H", "H", "H", "H", "H", "N", "C", "C", "C", "C", "C", "H", "H", "H", "H", "H", "N", "C", "C", "C", "C", "C", "H", "H", "H", "H", "H", "N", "C", "C", "C", "C", "C", "H", "H", "H", "H", "H", "N", "C", "C", "C", "C", "C", "H", "H", "H", "H", "H", "N", "C", "C", "C", "C", "C", "H", "H", "H", "H", "H", "N", "C", "C", "C", "C", "C", "H", "H", "H", "H", "H"], "xyz": [[1.714, -1.290, 0.189], [1.758, -1.560, -1.378], [3.142, -0.820, -1.991], [1.939, -3.217, -1.678], [0.194, -1.004, -2.259], [-0.995, -1.246, -1.205], [-1.228, 0.260, -0.803], [-2.377, 0.624, 0.251], [-3.755, 0.968, -0.451], [-4.472, -0.307, -1.105], [-4.088, -0.294, -2.454], [-3.997, -1.420, -0.419], [-6.028, -0.080, -0.965], [-6.452, 0.145, 0.329], [-6.306, 1.105, -1.667], [-6.948, -1.189, -1.651], [-8.265, -0.791, -1.361], [-6.876, -1.158, -3.037], [-6.797, -2.646, -1.048], [-8.079, -3.223, -1.076], [-6.422, -2.664, 0.282], [-5.852, -3.635, -1.850], [-4.866, -3.028, -2.591], [-5.189, -4.413, -0.892], [-6.615, -4.690, -2.771], [-5.622, -5.313, -3.529], [-7.182, -5.712, -2.035], [-7.482, -4.129, -3.661], [-1.229, 0.922, -2.140], [0.042, 0.502, -2.721], [0.773, 1.223, -3.384], [1.771, -2.179, 0.702], [3.843, -1.510, -1.944], [1.785, -3.727, -0.861], [0.100, -1.744, -3.114], [-1.850, -1.788, -1.703], [-0.746, -1.920, -0.331], [-0.241, 0.620, -0.365], [-2.016, 1.566, 0.772], [-2.466, -0.147, 1.070], [-4.418, 1.507, 0.277], [-3.548, 1.697, -1.290], [-1.325, 1.944, -2.160], [-1.331, -4.079, -3.755], [-0.177, -4.167, -4.429], [-0.071, -4.682, -5.712], [-1.223, -5.136, -6.334], [-2.430, -5.058, -5.656], [-2.430, -4.523, -4.378], [0.698, -3.803, -3.900], [0.890, -4.726, -6.209], [-1.181, -5.546, -7.336], [-3.350, -5.403, -6.109], [-3.348, -4.438, -3.811], [-1.587, 4.588, -0.777], [-1.769, 5.054, -2.021], [-0.929, 5.973, -2.631], [0.161, 6.443, -1.914], [0.371, 5.979, -0.624], [-0.525, 5.058, -0.107], [-2.636, 4.660, -2.541], [-1.123, 6.311, -3.640], [0.840, 7.164, -2.355], [1.211, 6.325, -0.035], [-0.399, 4.663, 0.896], [2.604, -0.731, 3.209], [3.815, -0.210, 2.983], [4.611, 0.350, 3.971], [4.124, 0.376, 5.269], [2.871, -0.156, 5.529], [2.157, -0.696, 4.470], [4.150, -0.251, 1.951], [5.585, 0.756, 3.730], [4.715, 0.807, 6.069], [2.457, -0.153, 6.529], [1.173, -1.127, 4.625], [-2.954, -1.301, 3.047], [-3.943, -2.148, 3.360], [-3.799, -3.211, 4.236], [-2.559, -3.417, 4.820], [-1.517, -2.555, 4.511], [-1.765, -1.518, 3.625], [-4.893, -1.949, 2.876], [-4.635, -3.863, 4.454], [-2.405, -4.239, 5.510], [-0.535, -2.686, 4.947], [-0.982, -0.817, 3.354], [2.771, 8.118, 1.156], [1.831, 9.068, 1.272], [1.481, 9.663, 2.474], [2.136, 9.252, 3.625], [3.110, 8.271, 3.533], [3.390, 7.741, 2.284], [1.344, 9.353, 0.345], [0.715, 10.428, 2.508], [1.889, 9.692, 4.584], [3.641, 7.926, 4.413], [4.147, 6.973, 2.162], [5.866, -4.444, -1.599], [4.630, -4.940, -1.751], [4.344, -6.296, -1.792], [5.395, -7.192, -1.673], [6.684, -6.704, -1.516], [6.864, -5.330, -1.484], [3.843, -4.200, -1.843], [3.325, -6.640, -1.915], [5.212, -8.260, -1.702], [7.529, -7.374, -1.421], [7.853, -4.901, -1.361], [-5.228, -10.831, -1.190], [-6.016, -11.147, -0.153], [-7.080, -10.368, 0.273], [-7.346, -9.191, -0.409], [-6.545, -8.840, -1.485], [-5.507, -9.690, -1.834], [-5.767, -12.075, 0.351], [-7.684, -10.675, 1.117], [-8.168, -8.553, -0.106], [-6.721, -7.930, -2.041], [-4.855, -9.459, -2.671], [-0.739, -8.036, -0.281], [-1.980, -8.521, -0.422], [-2.279, -9.874, -0.471], [-1.234, -10.780, -0.371], [0.061, -10.303, -0.227], [0.253, -8.931, -0.186], [-2.763, -7.774, -0.499], [-3.305, -10.212, -0.584], [-1.426, -11.846, -0.407], [0.901, -10.980, -0.147], [1.247, -8.510, -0.070], [4.455, 7.959, 6.959], [5.683, 8.458, 6.768], [6.467, 8.986, 7.782], [5.951, 9.002, 9.068], [4.680, 8.493, 9.292], [3.979, 7.985, 8.211], [6.042, 8.427, 5.745], [7.454, 9.374, 7.569], [6.533, 9.408, 9.888], [4.245, 8.490, 10.283], [2.983, 7.572, 8.337], [6.415, 11.064, 4.662], [7.338, 11.832, 4.069], [7.044, 12.781, 3.103], [5.720, 12.945, 2.725], [4.746, 12.160, 3.324], [5.144, 11.242, 4.283], [8.359, 11.665, 4.395], [7.831, 13.376, 2.658], [5.450, 13.676, 1.972], [3.703, 12.259, 3.055], [4.420, 10.608, 4.783], [5.277, -3.974, -5.527], [6.379, -4.378, -4.881], [7.643, -4.396, -5.449], [7.778, -3.977, -6.764], [6.652, -3.556, -7.455], [5.433, -3.572, -6.795], [6.223, -4.699, -3.856], [8.500, -4.730, -4.878], [8.749, -3.977, -7.245], [6.718, -3.222, -8.483], [4.525, -3.248, -7.293], [-4.960, 5.706, -2.781], [-4.734, 6.997, -2.504], [-5.568, 7.774, -1.716], [-6.705, 7.186, -1.184], [-6.962, 5.851, -1.457], [-6.064, 5.160, -2.254], [-3.835, 7.414, -2.944], [-5.334, 8.813, -1.523], [-7.383, 7.760, -0.564], [-7.840, 5.357, -1.060], [-6.221, 4.113, -2.492]], "atomic_forces_ev_per_a": [[-0.174, -0.938, -1.644], [1.438, 0.273, 2.477], [-1.823, -2.010, -0.284], [-0.350, 1.625, -0.405], [0.305, -1.318, -0.162], [0.105, 0.110, -0.188], [0.469, -0.357, 1.123], [0.451, 0.566, -0.832], [0.466, 0.083, -0.071], [1.973, 2.849, 1.292], [-1.088, -1.096, 1.846], [-1.344, 0.617, -1.516], [-0.539, 0.542, -1.245], [0.882, -0.807, -1.696], [0.449, -1.671, 0.895], [-1.901, 1.248, 0.209], [1.858, -0.571, -0.247], [0.467, -0.441, 2.257], [-1.095, -1.034, 0.442], [1.840, 0.653, -0.119], [-0.449, 0.660, -2.027], [1.347, -1.198, 0.854], [-1.720, -0.389, 0.890], [-1.005, 1.015, -1.463], [0.956, -1.379, -1.236], [-1.477, 0.948, 1.061], [0.357, 2.226, -1.167], [0.970, -0.835, 1.734], [1.580, -0.253, -0.519], [-1.044, 0.929, 0.154], [-1.160, -1.743, 0.975], [-0.033, 0.779, 0.147], [-0.362, 0.698, -0.036], [-0.051, 0.492, -0.354], [0.054, 1.188, 0.665], [0.754, 1.100, 0.204], [0.156, 1.112, -0.929], [-1.225, -0.813, 0.324], [-0.628, -0.936, -0.691], [0.041, 0.672, -1.153], [0.483, -0.763, -0.639], [-0.390, -0.868, 0.871], [0.196, -0.508, 0.189], [0.036, -0.116, -0.451], [-0.201, 0.102, 0.310], [-0.088, -0.049, -0.060], [0.009, -0.039, -0.089], [0.107, -0.005, -0.029], [0.214, 0.158, 0.322], [0.053, -0.081, -0.061], [-0.010, 0.018, 0.058], [0.000, 0.020, 0.042], [0.010, 0.025, 0.043], [0.017, -0.039, -0.077], [0.351, 0.262, -0.239], [-0.092, -0.351, 0.302], [0.076, 0.059, 0.102], [0.021, 0.077, -0.053], [0.020, 0.034, -0.008], [-0.379, -0.237, -0.078], [0.022, 0.103, -0.053], [-0.019, -0.055, 0.020], [-0.005, -0.044, 0.028], [-0.013, -0.014, -0.024], [0.062, 0.043, -0.013], [0.216, 0.089, 0.582], [-0.360, -0.198, -0.208], [-0.083, -0.002, 0.140], [0.076, 0.045, 0.060], [0.044, 0.030, 0.002], [0.136, -0.022, -0.450], [-0.026, 0.015, 0.006], [-0.040, -0.017, -0.021], [-0.029, -0.017, -0.032], [-0.005, -0.007, -0.038], [0.015, 0.032, 0.076], [0.050, -0.462, 0.388], [0.185, 0.337, -0.211], [0.088, -0.002, 0.034], [0.032, -0.069, 0.063], [-0.127, -0.049, 0.015], [-0.246, 0.235, -0.257], [-0.011, -0.054, 0.028], [0.014, 0.034, -0.031], [-0.006, 0.033, -0.035], [-0.025, 0.005, -0.035], [0.047, -0.063, -0.001], [-0.229, 0.280, 0.474], [0.352, -0.353, -0.173], [0.054, -0.019, 0.022], [-0.031, 0.034, 0.097], [0.016, 0.017, 0.042], [-0.119, 0.039, -0.480], [-0.035, 0.029, 0.047], [0.008, -0.037, -0.033], [0.010, -0.037, -0.021], [-0.047, 0.000, 0.014], [-0.015, 0.012, 0.065], [-0.063, -0.528, 0.154], [0.270, 0.377, 0.079], [0.127, -0.092, 0.020], [-0.041, -0.089, -0.015], [-0.081, -0.008, -0.023], [-0.184, 0.369, 0.086], [0.077, -0.201, -0.071], [0.019, 0.047, -0.025], [0.012, 0.046, -0.006], [-0.013, 0.044, 0.001], [0.008, -0.065, -0.005], [-0.666, 0.258, 0.140], [0.291, -0.051, -0.310], [-0.010, 0.085, -0.057], [-0.065, 0.045, 0.039], [-0.034, -0.077, 0.046], [0.120, -0.376, 0.047], [-0.051, 0.027, 0.033], [0.042, -0.011, -0.024], [0.041, -0.022, -0.013], [0.043, -0.094, 0.000], [-0.020, 0.063, 0.024], [-0.068, -0.445, -0.018], [0.412, 0.239, 0.049], [-0.007, -0.023, 0.061], [0.024, -0.051, 0.003], [-0.093, -0.036, -0.015], [-0.229, 0.375, -0.025], [-0.032, -0.048, -0.001], [0.364, 0.044, 0.020], [-0.009, 0.047, -0.006], [-0.006, 0.046, 0.002], [0.013, -0.068, 0.005], [0.268, 0.222, 0.345], [-0.396, -0.240, -0.174], [-0.031, -0.003, 0.150], [0.059, 0.024, 0.032], [0.078, 0.024, -0.041], [-0.019, -0.066, -0.381], [0.080, 0.096, 0.057], [-0.065, 0.005, -0.054], [-0.027, -0.018, -0.036], [-0.009, -0.016, -0.046], [0.022, 0.027, 0.060], [-0.051, 0.323, -0.336], [-0.184, -0.285, 0.235], [-0.093, -0.003, -0.014], [-0.035, 0.052, -0.052], [0.085, 0.079, -0.047], [0.312, -0.176, 0.255], [0.004, 0.053, -0.050], [-0.010, -0.037, 0.027], [0.014, -0.035, 0.032], [0.028, -0.048, 0.019], [-0.023, 0.036, -0.046], [0.441, -0.016, -0.248], [-0.445, 0.005, -0.033], [-0.025, 0.049, -0.150], [0.099, 0.001, -0.031], [0.074, -0.034, 0.056], [-0.195, -0.084, 0.386], [0.100, 0.061, -0.238], [-0.047, 0.004, 0.008], [-0.043, 0.004, 0.017], [-0.029, -0.003, 0.037], [0.056, 0.013, -0.046], [-0.379, 0.302, 0.298], [0.052, -0.404, -0.174], [-0.075, -0.051, 0.019], [-0.061, 0.042, 0.058], [0.030, 0.109, 0.020], [0.380, -0.016, -0.243], [-0.014, 0.046, 0.057], [0.015, -0.039, -0.025], [0.032, -0.026, -0.026], [0.045, -0.013, -0.025], [-0.052, 0.020, 0.042]], "gap_ev": 8.7399, "homo_energy_ev": -8.2}

=====

No. 4
{"formula": "C2H5N4OS", "method": "ωB97M-V/def2-TZVPD", "elements": ["C", "C", "N", "N", "N", "N", "O", "S", "H", "H", "H", "H", "H"], "xyz": [[0.968, -0.335, -1.810], [-0.270, 0.196, 0.341], [0.477, 0.744, -1.787], [-0.482, 1.447, 0.670], [-1.249, -0.589, 0.017], [0.859, -0.351, 0.864], [1.256, -1.491, -1.541], [1.197, -1.958, 0.694], [-1.322, 1.809, 0.357], [0.189, 2.066, 1.048], [-2.135, -0.274, -0.282], [-0.959, -1.507, -0.152], [1.471, 0.243, 1.580]], "atomic_forces_ev_per_a": [[-1.005, 0.753, 1.029], [-0.692, 1.570, 2.390], [1.074, -0.523, -0.540], [0.170, -0.343, 0.349], [-0.017, -0.138, -0.134], [3.095, -0.835, 2.434], [0.966, -1.564, 0.209], [-0.095, 2.220, -1.756], [-1.706, 1.334, -0.586], [0.712, 0.444, 0.068], [-0.773, 0.369, -0.471], [-0.214, -1.811, -0.474], [-1.516, -1.476, -2.518]], "gap_ev": [6.9700, 7.0039], "relative_energy_kj_mol": 145.2, "charge": 1, "homo_energy_ev": [-14.4, -14.5]}